ORCA calculation (the ωB97M-V functional and the def2-TZVPD basis) on a molecular structure, C4H4F14K4NO18S6 at a distorted geometry.

For the LUMO energy, the calculation gives -2.3 eV. For the highest occupied orbital energy, the calculation gives -4.871 eV. The calculation puts the energy relative to the best compared isomer or geometry (same formula, charge and spin) at 0.0 kcal per mole. The total charge is -1. As for the spin multiplicity: 1.

```
51
C4H4F14K4NO18S6 (the ωB97M-V functional and the def2-TZVPD basis)
K 1.15027 -4.08619 4.16606
K 2.57467 0.08431 -1.53154
K -0.02706 -5.21957 0.48203
K -3.23765 -3.67179 -1.28952
S 2.20567 4.88472 3.43371
S -0.35912 -1.78661 0.85011
S -4.30925 2.21430 -3.07202
S 1.11832 -2.66179 -4.08676
S -4.47045 2.60767 -0.77413
S 5.13385 -0.94990 1.19779
F 0.04345 0.22845 2.50882
F 1.07541 2.62881 2.61999
F -1.68371 0.45271 1.20043
F -1.67762 -0.85440 2.93095
F 1.23353 4.20597 1.07328
F -0.29033 4.28091 2.53038
F 4.32185 -2.99041 2.92379
F -3.84484 2.02929 0.61478
F -3.30866 1.38820 -4.14620
F 1.62361 -5.09201 -2.76686
F 3.24954 -2.90276 0.91648
F 2.82106 -1.41991 2.44548
F 2.89025 -3.56501 -2.06027
F 0.78816 -3.50946 -1.52542
O -5.46308 1.42936 -3.37253
O -4.24843 3.66418 -3.44659
O -0.99530 1.56894 -1.07134
O -5.87888 2.20751 -0.67837
O -4.15532 3.98124 -0.51263
O 5.25219 0.06286 2.29451
O -1.56986 -2.36496 0.18328
O 6.38657 -1.76268 1.13625
O -0.34814 -2.59015 -4.20899
O 0.26772 -2.75978 1.74658
O 4.62735 -0.52627 -0.10699
O 3.52118 4.23402 3.31960
O 1.60874 -1.31466 -3.75802
O 2.22216 6.26348 2.92456
O -3.61165 -0.68404 -1.12015
O 1.76878 -3.27664 -5.25183
O 0.66402 -1.12052 -0.00842
O 1.60935 4.79657 4.77313
N -3.46497 1.78624 -1.91636
C 3.80402 -2.14635 1.92183
C 0.95720 3.87904 2.33850
C -0.96141 -0.36206 1.90831
C 1.69510 -3.79501 -2.47328
H -1.13828 1.15740 -0.21903
H -4.01718 -0.67373 -0.25317
H -1.86913 1.83153 -1.36065
H -3.68368 0.21892 -1.42954
```

ORCA calculation (the ωB97M-V functional and the def2-TZVPD basis) on a molecular structure, C28H78N7O11 at a distorted geometry.

For the LUMO energy, the calculation gives 2.6 eV. For the highest occupied orbital energy, the calculation gives -2.927 eV. The calculation puts the energy relative to the best compared isomer or geometry (same formula, charge and spin) at 759.1 kcal per mole. The total charge is -1. As for the spin multiplicity: 1.

```
124
C28H78N7O11 (the ωB97M-V functional and the def2-TZVPD basis)
O 27.32284 12.70731 -11.92189
O 31.11712 10.80141 -8.95562
O 27.52123 13.58402 -9.82280
O 26.84171 17.13975 -8.21049
O 27.71579 10.73863 -5.56628
O 25.80774 15.90412 -9.71056
O 27.63513 11.48860 -9.86312
O 29.74192 13.77544 -10.63759
O 23.90440 11.95777 -9.07809
O 26.01721 7.37353 -10.48913
O 27.22649 12.57012 -8.04484
N 22.14224 11.21253 -12.23514
N 27.46665 14.89340 -11.87155
N 27.97113 14.43390 -5.95668
N 27.41103 12.51181 -9.24768
N 26.84628 14.41948 -7.89570
N 29.07129 14.43393 -7.80214
N 27.84537 10.33675 -7.37214
C 31.71305 10.68347 -10.19360
C 26.04428 15.04466 -11.96895
C 25.54082 14.13702 -13.03975
C 29.74631 12.93606 -11.80517
C 30.33124 13.13408 -9.53421
C 29.85071 10.17472 -8.78468
C 26.00978 8.56685 -9.67216
C 21.72497 10.41406 -10.04708
C 24.82797 16.90150 -9.50007
C 27.36151 12.09650 -5.55879
C 30.00809 9.92370 -6.19421
C 26.49298 11.81573 -14.01529
C 22.31109 11.56585 -10.85046
C 25.74449 15.23512 -7.46444
C 25.26601 12.20092 -8.61400
C 31.04456 13.47264 -7.10597
C 27.42704 11.63867 -12.85242
C 25.37423 14.85073 -10.56916
C 23.76056 11.81079 -10.46481
C 27.09448 18.51110 -8.09889
C 26.54399 9.89636 -5.43366
C 26.25764 9.80732 -10.58271
C 25.06829 14.50961 -6.29362
C 26.29064 16.58307 -7.02918
C 30.40960 14.13925 -8.33456
C 29.32184 10.55168 -7.43712
C 28.45296 13.07253 -5.82972
C 29.57348 13.04309 -4.79663
H 29.20050 11.99623 -11.72207
H 29.94998 12.03792 -4.60692
H 21.20451 11.46208 -12.51529
H 28.73432 15.09539 -5.94777
H 25.90621 14.01842 -10.10833
H 26.34915 19.07950 -7.54257
H 27.52178 14.74451 -5.10715
H 27.78125 15.13156 -12.80129
H 24.20574 15.09104 -5.96800
H 26.50245 10.89364 -14.59644
H 20.72539 10.27552 -10.45910
H 29.17109 13.44985 -3.86889
H 29.36155 11.63701 -7.34448
H 27.08970 16.43477 -6.30281
H 25.79048 14.34222 -5.49453
H 25.03044 17.58228 -8.67324
H 25.89761 9.92450 -6.31087
H 25.11152 8.61604 -9.05668
H 31.10362 11.19937 -10.93559
H 28.68433 13.57355 -7.44143
H 29.65176 12.30487 -9.33723
H 28.47110 11.57231 -13.15844
H 25.99604 10.19965 -4.54154
H 25.60073 9.71054 -11.44713
H 30.42664 12.68134 -6.68159
H 26.71502 12.23702 -6.42506
H 25.06818 15.36944 -8.30863
H 25.99099 10.71315 -10.03820
H 27.18422 10.69350 -12.36683
H 25.17406 12.76971 -7.68873
H 27.52426 13.88685 -11.81102
H 27.24211 14.13763 -7.01026
H 28.77133 12.82448 -6.84223
H 25.68913 11.24059 -8.31928
H 27.30556 10.00724 -10.80626
H 21.58616 10.60134 -8.98230
H 26.09592 14.18735 -13.97646
H 24.31317 14.61665 -10.65548
H 29.24365 10.40138 -9.66116
H 22.31564 9.51489 -10.22227
H 21.69019 12.44341 -10.67030
H 26.80978 12.33026 -4.64826
H 30.40516 13.66141 -5.13439
H 31.27503 12.61402 -9.69819
H 27.47588 10.72573 -6.51639
H 29.97094 9.09996 -8.64846
H 25.46818 12.08771 -13.76237
H 23.86829 16.39603 -9.39235
H 29.90217 8.84599 -6.31835
H 22.03016 10.22469 -12.41324
H 31.77213 9.63826 -10.49716
H 27.21631 18.88288 -9.11624
H 25.50580 17.17680 -6.56054
H 27.20608 12.38101 -11.02663
H 27.43974 10.96996 -8.04640
H 29.56869 10.20707 -5.23780
H 24.37159 10.98177 -10.82184
H 27.99885 18.71573 -7.52588
H 24.51410 14.37771 -13.31547
H 30.77687 15.10598 -8.67905
H 24.66191 17.49926 -10.39629
H 30.75332 12.75400 -12.18053
H 29.22763 15.01702 -6.99240
H 24.72063 13.54190 -6.65523
H 25.57066 13.08871 -12.74267
H 26.90186 12.59848 -14.65420
H 31.24588 14.12632 -6.25729
H 31.05640 10.21862 -6.14759
H 32.01215 13.02094 -7.32468
H 25.25171 6.84163 -10.25961
H 24.13161 12.66061 -11.03771
H 26.44763 13.53139 -8.16487
H 25.87575 16.08144 -12.26013
H 26.75747 8.54969 -8.87921
H 26.80806 8.85993 -5.22348
H 29.26139 13.48043 -12.61546
H 32.74369 11.03367 -10.25061
H 25.91095 12.85581 -9.19988
```

ORCA calculation (the ωB97M-V functional and the def2-TZVPD basis) on a gas-phase ion, C4H3N2O2S (charge -1) at a distorted geometry.

For the LUMO energy, the calculation gives 3.6 eV. For the highest occupied orbital energy, the calculation gives -3.407 eV. The calculation puts the energy relative to the best compared isomer or geometry (same formula, charge and spin) at 45.1 kcal per mole. The total charge is -1. As for the spin multiplicity: 1.

```
12
C4H3N2O2S (the ωB97M-V functional and the def2-TZVPD basis)
S -2.64811 -2.28410 0.40915
O -1.05942 2.59223 1.35245
O -2.83630 2.43247 -1.06132
N -2.86449 0.28007 -0.21975
N -0.12242 0.76576 0.50267
C -1.08356 1.71118 0.50081
C -2.23260 -0.80176 -0.01388
C -0.17627 -0.36079 -0.24366
C -2.29502 1.54626 -0.41006
H 0.39835 -1.29820 -0.10780
H -0.05575 -0.25414 -1.26282
H 0.45562 0.61329 1.30163
```